17
Properties=species:S:1:pos:R:3:forces:R:3 method="wB97M-V/def2-TZVPD" relative_energy_kj_mol=590.1 multiplicity=1 total_energy_ha=-272.49324
C -2.2682 1.2714 0.0278 -2.649 -0.001 -0.597
H -2.2521 2.3503 -0.0490 -0.324 0.569 -0.559
H 2.2901 -1.0639 -1.0362 0.478 0.463 0.555
H 2.6863 -2.1216 0.4266 -0.255 1.907 -0.186
H 0.2737 -1.6833 -1.5094 0.252 -0.504 -0.341
C 0.8959 -0.6962 0.6087 -0.929 -1.166 2.392
H -0.9491 -0.4582 -2.2181 0.361 -0.355 0.593
C -0.2985 -0.7959 -1.3881 -1.848 0.831 -1.684
H -2.9996 1.1984 0.9566 1.322 -0.541 -1.755
H 0.3376 -1.2548 1.4582 1.447 0.356 -1.135
C 2.0214 0.0835 0.9164 1.108 0.454 0.317
H -2.7903 0.8299 -0.9760 1.447 0.818 2.655
C 2.2933 -1.1005 0.0679 -0.947 -1.431 0.383
H -0.4705 1.6503 1.1181 0.106 -1.455 -0.749
C -0.8715 0.9275 0.3494 -0.722 0.886 0.198
C -0.1711 -0.1195 -0.2384 0.750 -0.171 0.403
H 2.2725 0.9826 1.4856 0.403 -0.660 -0.490